Computed, not measured: a molecular structure, C29H27BrF3GdN4S2 at a distorted geometry, with ωB97M-V/def2-TZVPD.

```
67
Properties=species:S:1:pos:R:3:lowdin_spin:R:1
Gd 0.344 -0.274 -0.470 7.2450
C 0.773 3.182 0.595 0.0003
N 0.395 1.956 1.304 -0.0008
C 1.472 1.583 2.248 0.0004
C 2.709 1.026 1.571 0.0002
N 2.480 -0.321 1.039 -0.0143
C 2.431 -1.290 2.166 -0.0013
C 3.493 -0.769 0.103 -0.0039
C 4.756 -0.192 0.056 0.0006
C 5.724 -0.681 -0.807 -0.0058
C 5.435 -1.763 -1.625 0.0005
C 4.176 -2.338 -1.587 -0.0076
C 3.184 -1.853 -0.733 -0.0078
S 1.609 -2.659 -0.713 -0.1240
C -0.847 2.097 2.039 -0.0012
C -1.282 3.346 2.475 0.0000
C -2.455 3.485 3.203 -0.0013
C -3.198 2.355 3.510 0.0000
C -2.765 1.108 3.083 -0.0031
C -1.590 0.947 2.340 -0.0049
S -1.112 -0.675 1.842 -0.0567
H 1.159 3.951 1.275 0.0000
H -0.094 3.587 0.080 0.0000
H 1.548 2.963 -0.138 0.0001
H 1.063 0.857 2.945 0.0000
H 1.760 2.469 2.827 -0.0001
H 3.513 1.013 2.316 -0.0003
H 3.021 1.677 0.756 0.0000
H 3.342 -1.188 2.767 -0.0006
H 2.364 -2.298 1.774 -0.0004
H 1.553 -1.110 2.777 0.0000
H 5.001 0.644 0.698 0.0002
H 6.701 -0.216 -0.834 -0.0004
H 6.185 -2.152 -2.301 0.0001
H 3.928 -3.166 -2.238 -0.0008
H -0.705 4.233 2.249 0.0001
H -2.776 4.467 3.528 -0.0001
H -4.115 2.441 4.079 0.0000
H -3.341 0.220 3.312 -0.0006
Br -3.333 -7.306 -0.135 -0.0001
C -2.889 -5.497 -0.451 -0.0002
C -1.898 -4.894 0.305 0.0000
C -1.573 -3.569 0.067 -0.0004
C -2.245 -2.844 -0.905 -0.0002
C -3.215 -3.471 -1.677 -0.0004
C -3.545 -4.799 -1.451 0.0000
N -1.882 -1.477 -1.129 -0.0035
C -2.784 -0.680 -1.500 0.0022
C -2.527 0.723 -1.902 0.0006
C -3.538 1.405 -2.552 0.0001
C -3.290 2.686 -3.026 0.0005
C -2.037 3.227 -2.834 -0.0001
C -1.089 2.480 -2.150 0.0003
N -1.327 1.264 -1.671 -0.0038
H -1.376 -5.453 1.069 0.0000
H -0.793 -3.104 0.650 0.0000
H -3.694 -2.943 -2.495 0.0000
H -4.293 -5.289 -2.059 0.0000
H -3.830 -0.989 -1.553 0.0000
H -4.500 0.928 -2.695 0.0000
H -4.060 3.238 -3.549 0.0000
H -1.779 4.209 -3.207 0.0000
H -0.094 2.867 -1.994 0.0001
F 1.802 1.088 -1.432 -0.0077
C 1.904 0.459 -2.914 0.0006
F 0.696 -0.403 -2.738 0.0004
F 1.347 1.481 -3.580 0.0001
```

The HOMO-LUMO gap (alpha / beta) comes out at 6.3 / 6.4 eV. The relative energy (zero: lowest compared OMol25 entry of this formula, charge and spin) is 27.6 kJ/mol. Its charge is 0. The spin multiplicity is 8. As for the max |F|: 2.10 eV/A. The value obtained for the lowest unoccupied orbital energy (alpha / beta) is -1.02 / -1.03 eV.